i) DFT (wB97M-V/def2-TZVPD) results for a molecular structure, H20KrO10.

Each line ends with the Mulliken charge.
Element x y z (Å)
Kr -8.850 19.227 -12.100  -0.006
O -6.638 21.606 -11.064  -0.617
H -7.204 21.976 -11.741  0.336
H -6.831 20.668 -11.076  0.286
O -5.205 18.599 -13.439  -0.623
H -5.173 19.545 -13.578  0.345
H -4.311 18.301 -13.609  0.293
O -10.879 16.597 -10.975  -0.577
H -11.662 17.007 -11.341  0.316
H -10.229 17.299 -10.951  0.250
O -10.692 19.232 -8.357  -0.630
H -10.415 20.110 -8.618  0.266
H -9.909 18.691 -8.467  0.417
O -9.593 16.351 -14.681  -0.601
H -9.394 16.947 -15.404  0.320
H -8.736 16.063 -14.366  0.293
O -6.746 18.357 -15.886  -0.636
H -6.563 18.200 -14.959  0.323
H -7.038 19.268 -15.921  0.307
O -10.760 22.050 -12.073  -0.591
H -10.973 21.622 -11.243  0.284
H -10.890 22.983 -11.901  0.299
O -9.726 21.913 -14.750  -0.609
H -10.329 22.142 -14.042  0.321
H -10.103 21.126 -15.142  0.304
O -8.471 17.801 -8.833  -0.639
H -7.713 18.259 -9.195  0.347
H -8.272 16.873 -8.957  0.285
O -6.166 18.871 -10.236  -0.651
H -5.310 19.179 -9.937  0.275
H -5.982 18.405 -11.051  0.317

As for the multiplicity: 1. The molar mass comes out at 263.950 Da. For the highest occupied orbital energy, the calculation gives -10.7 eV. The calculation puts the LUMO energy at -0.2 eV. For the HOMO-LUMO gap, the calculation gives 10.499 eV.

=====

ii) DFT (wB97M-V/def2-TZVPD) results for a molecular structure, H20KrO10.

Each line ends with the Mulliken charge.
Element x y z (Å)
Kr 0.388 -0.568 0.140  -0.001
O -2.528 -2.468 -1.972  -0.683
H -2.663 -2.630 -1.038  0.315
H -2.302 -1.540 -2.024  0.379
O -2.220 0.447 -2.418  -0.677
H -2.211 1.117 -1.735  0.360
H -1.354 0.505 -2.822  0.324
O 1.509 -1.106 4.100  -0.633
H 1.793 -1.279 3.202  0.295
H 0.593 -0.844 4.016  0.384
O 3.106 0.739 -1.125  -0.647
H 3.513 1.275 -1.806  0.290
H 2.508 0.163 -1.600  0.303
O -0.223 -3.013 -3.055  -0.709
H -0.380 -3.301 -3.954  0.299
H -1.088 -2.768 -2.726  0.407
O 2.240 -1.467 -2.673  -0.653
H 2.551 -2.082 -2.008  0.314
H 1.381 -1.804 -2.928  0.347
O 2.999 2.638 0.971  -0.619
H 2.773 2.292 1.835  0.309
H 3.020 1.868 0.403  0.382
O -2.313 2.457 -0.231  -0.662
H -3.216 2.446 0.084  0.316
H -1.781 2.500 0.563  0.382
O -0.558 2.807 1.847  -0.675
H 0.168 2.433 2.346  0.275
H -1.311 2.745 2.435  0.320
O -1.118 -0.341 4.084  -0.662
H -1.501 -0.969 4.696  0.310
H -1.773 -0.251 3.391  0.309

As for the multiplicity: 1. The molar mass comes out at 263.950 Da. For the highest occupied orbital energy, the calculation gives -10.8 eV. The calculation puts the LUMO energy at -0.3 eV. For the HOMO-LUMO gap, the calculation gives 10.487 eV.

=====

iii) DFT (wB97M-V/def2-TZVPD) results for a molecular structure, H20KrO10.

Each line ends with the Mulliken charge.
Element x y z (Å)
Kr 0.107 0.651 0.252  -0.025
O 1.500 -1.588 2.376  -0.629
H 1.065 -0.778 2.641  0.280
H 0.783 -2.196 2.194  0.371
O -0.397 3.875 -1.876  -0.617
H 0.346 3.920 -1.275  0.345
H -0.076 4.276 -2.684  0.283
O 2.044 3.271 -0.411  -0.626
H 2.497 2.930 0.361  0.301
H 2.680 3.181 -1.121  0.305
O 1.624 0.619 -2.751  -0.618
H 1.158 0.965 -3.512  0.310
H 1.426 1.237 -2.047  0.319
O -2.048 -1.645 -0.239  -0.595
H -2.786 -2.109 -0.633  0.258
H -1.443 -1.495 -0.965  0.383
O -3.870 0.746 0.147  -0.628
H -2.997 0.359 0.093  0.313
H -3.716 1.690 0.127  0.314
O -0.700 -1.249 -2.713  -0.673
H 0.121 -0.849 -2.425  0.355
H -0.986 -0.707 -3.448  0.296
O -0.364 -0.295 4.011  -0.621
H -1.027 -0.928 3.734  0.310
H -0.866 0.426 4.392  0.300
O -0.647 -3.225 1.860  -0.725
H -1.543 -3.434 2.125  0.292
H -0.747 -2.708 1.061  0.388
O 3.305 -1.476 0.235  -0.617
H 2.978 -2.168 -0.339  0.284
H 2.578 -1.295 0.831  0.368

As for the multiplicity: 1. The molar mass comes out at 263.950 Da. For the highest occupied orbital energy, the calculation gives -10.5 eV. The calculation puts the LUMO energy at 0.0 eV. For the HOMO-LUMO gap, the calculation gives 10.469 eV.

=====

Short version: i) is the least stable of them.

=====

i) DFT (wB97M-V/def2-TZVPD) results for a single C3HF4NO molecule.

Each line ends with the Mulliken charge.
Element x y z (Å)
F 2.888 -1.898 -0.079  -0.215
C 2.011 -0.875 -0.126  0.320
C 2.214 0.466 -0.036  -0.104
F 3.337 1.099 0.336  -0.272
C 0.858 1.065 -0.138  1.046
F 0.460 1.776 0.973  -0.279
F 0.747 1.988 -1.151  -0.270
N -0.003 -0.041 -0.534  -0.260
O 0.716 -1.238 -0.164  -0.249
H -0.918 -0.263 -0.186  0.283

As for the multiplicity: 1. The molar mass comes out at 143.039 Da. For the highest occupied orbital energy, the calculation gives -9.9 eV. The calculation puts the LUMO energy at 0.7 eV. For the HOMO-LUMO gap, the calculation gives 10.658 eV.

=====

ii) DFT (wB97M-V/def2-TZVPD) results for a single C3HF4NO molecule.

Each line ends with the Mulliken charge.
Element x y z (Å)
C -2.270 -0.836 0.271  -0.111
C -2.172 0.307 -0.302  0.466
C 0.025 -1.435 -0.303  0.529
N 0.291 -0.116 -0.495  -0.083
O -0.828 0.671 -0.869  -0.261
F -3.326 -1.486 0.782  -0.209
F -3.013 1.330 -0.638  -0.230
F 0.816 -2.134 0.516  -0.199
F -0.288 -2.055 -1.395  -0.164
H 0.972 0.349 0.127  0.261

As for the multiplicity: 1. The molar mass comes out at 143.039 Da. For the highest occupied orbital energy (alpha / beta), the calculation gives -9.4 / -9.4 eV. The calculation puts the LUMO energy (alpha / beta) at -0.5 / -0.5 eV. For the HOMO-LUMO gap (alpha / beta), the calculation gives 8.864 / 8.867 eV.

=====

Short version: ii) is the least stable of them.

=====

i) DFT (wB97M-V/def2-TZVPD) results for 2 unconnected molecules or ions with the total composition C3H12N2S.

Each line ends with the Mulliken charge.
Element x y z (Å)
C -2.682 0.052 0.190  -0.869
C -1.824 1.353 0.252  -0.446
S -0.739 1.634 -1.172  -0.162
H -3.436 0.230 -0.623  0.265
H -2.172 -0.893 -0.002  0.262
H -3.195 -0.280 1.116  0.297
H -1.194 1.453 1.205  0.287
H -2.383 2.349 0.248  0.355
H 0.422 1.518 -0.598  -0.003
N 0.856 -1.290 0.294  -0.328
C 2.202 -0.761 0.459  -0.513
N 2.812 -0.337 -0.738  -0.516
H 0.838 -2.275 0.199  0.197
H 0.161 -0.730 -0.159  0.087
H 2.811 -1.658 0.762  0.333
H 2.331 0.125 1.121  0.292
H 2.405 0.569 -1.080  0.219
H 2.789 -1.060 -1.473  0.243

As for the multiplicity: 1. The molar mass comes out at 108.210 Da. For the highest occupied orbital energy, the calculation gives -8.6 eV. The calculation puts the LUMO energy at 0.9 eV. For the HOMO-LUMO gap, the calculation gives 9.463 eV.

=====

ii) DFT (wB97M-V/def2-TZVPD) results for 2 unconnected molecules or ions with the total composition C3H12N2S.

Each line ends with the Mulliken charge.
Element x y z (Å)
C -1.899 0.254 -1.742  -0.903
S -0.765 -1.071 -1.259  -0.047
C 0.795 -0.539 -2.043  -0.955
H -2.836 0.147 -1.187  0.294
H -2.283 0.036 -2.739  0.365
H -1.525 1.265 -1.736  0.267
H 1.672 -0.848 -1.485  0.282
H 0.748 -0.716 -3.123  0.377
H 1.040 0.535 -2.170  0.286
N 1.559 -0.848 1.738  -0.485
C 0.653 0.108 2.350  -0.614
N -0.328 0.882 1.570  -0.383
H 1.063 -1.684 1.474  0.269
H 2.173 -0.486 1.027  0.197
H -0.020 -0.525 2.935  0.342
H 1.209 0.802 2.982  0.305
H -1.252 0.861 1.961  0.197
H -0.004 1.828 1.446  0.207

As for the multiplicity: 1. The molar mass comes out at 108.210 Da. For the highest occupied orbital energy, the calculation gives -8.0 eV. The calculation puts the LUMO energy at 1.0 eV. For the HOMO-LUMO gap, the calculation gives 8.988 eV.

=====

Short version: ii) is the least stable of them.

=====

i) DFT (wB97M-V/def2-TZVPD) results for 2 unconnected molecules or ions with the total composition C3H12N2S.

Each line ends with the Mulliken charge.
Element x y z (Å)
C 3.782 0.563 -1.358  -1.048
C 3.842 0.197 0.311  -0.390
S 2.473 -0.778 0.940  -0.192
H 2.694 0.819 -1.619  0.249
H 4.016 -0.290 -1.941  0.344
H 4.456 1.266 -1.732  0.366
H 4.853 -0.230 0.325  0.287
H 3.835 1.078 0.957  0.308
H 1.687 -0.749 -0.111  0.075
N -3.211 0.333 -0.462  -0.540
C -3.626 -0.650 0.438  -0.353
N -3.764 -0.280 1.924  -0.634
H -3.612 0.545 -1.400  0.227
H -2.276 0.185 -0.714  0.222
H -4.460 -1.174 -0.020  0.317
H -2.738 -1.306 0.592  0.263
H -3.213 0.621 1.887  0.267
H -4.738 -0.152 1.982  0.232

As for the multiplicity: 1. The molar mass comes out at 108.210 Da. For the highest occupied orbital energy, the calculation gives -9.1 eV. The calculation puts the LUMO energy at 0.7 eV. For the HOMO-LUMO gap, the calculation gives 9.784 eV.

=====

ii) DFT (wB97M-V/def2-TZVPD) results for 2 unconnected molecules or ions with the total composition C3H12N2S.

Each line ends with the Mulliken charge.
Element x y z (Å)
C -3.006 1.138 0.697  -0.819
S -2.989 -0.406 1.471  -0.062
C -1.228 -0.863 1.399  -0.654
H -2.567 1.106 -0.306  0.270
H -2.457 1.948 1.193  0.299
H -4.031 1.497 0.623  0.288
H -0.718 -0.491 2.294  0.289
H -1.113 -1.940 1.532  0.306
H -0.614 -0.547 0.558  0.090
N 2.981 -0.884 -2.357  -0.679
C 2.972 -0.006 -1.197  -0.070
N 3.956 1.093 -1.340  -0.634
H 3.247 -0.354 -3.188  0.254
H 2.014 -1.061 -2.630  0.236
H 1.960 0.385 -1.064  0.209
H 3.291 -0.562 -0.310  0.219
H 3.548 1.952 -1.002  0.221
H 4.740 0.872 -0.773  0.238

As for the multiplicity: 1. The molar mass comes out at 108.210 Da. For the highest occupied orbital energy, the calculation gives -8.5 eV. The calculation puts the LUMO energy at 0.7 eV. For the HOMO-LUMO gap, the calculation gives 9.213 eV.

=====

iii) DFT (wB97M-V/def2-TZVPD) results for 2 unconnected molecules or ions with the total composition C3H12N2S.

Each line ends with the Mulliken charge.
Element x y z (Å)
C 2.114 -1.899 -0.290  -0.943
C 2.971 -0.636 -0.418  -0.418
S 2.037 0.859 0.180  -0.224
H 2.612 -2.593 0.397  0.259
H 1.184 -1.686 0.229  0.296
H 1.915 -2.384 -1.241  0.269
H 3.267 -0.410 -1.431  0.354
H 3.826 -0.669 0.241  0.322
H 3.088 1.494 0.714  0.090
N -2.553 -0.250 -0.317  -0.567
C -1.957 0.929 0.317  -0.158
N -2.920 1.927 0.795  -0.599
H -2.304 -0.315 -1.294  0.228
H -3.561 -0.222 -0.248  0.210
H -1.353 1.448 -0.430  0.215
H -1.339 0.646 1.166  0.191
H -3.461 1.563 1.568  0.225
H -3.564 2.199 0.063  0.250

As for the multiplicity: 1. The molar mass comes out at 108.210 Da. For the highest occupied orbital energy, the calculation gives -8.9 eV. The calculation puts the LUMO energy at 0.9 eV. For the HOMO-LUMO gap, the calculation gives 9.776 eV.

=====

Short version: i) is the least stable of them.